No. 1
Molecular formula: C16H24BCl4F4O
Method: DFT, wB97M-V/def2-TZVPD

Summary:
Gap between HOMO and LUMO (Ha): 0.2772
Largest force on an atom (eV/Å): 6.09
E (eV): -80655.9385
Charge: -1
HOMO (eV): -5.1

Geometry (Å):
O (0.273, -4.271, -0.168)
C (0.774, -3.063, -0.905)
C (1.795, -2.290, 0.118)
B (1.777, -0.650, 0.020)
F (2.456, -0.307, -1.292)
C (2.637, 0.130, 1.186)
C (4.098, -0.599, 1.457)
C (5.115, 0.310, 2.389)
F (6.541, 0.254, 1.922)
F (4.756, 1.771, 2.398)
F (4.984, -0.132, 3.825)
C (0.287, 0.035, -0.052)
C (-0.860, -0.671, 0.878)
C (-2.426, -0.572, 0.307)
C (-3.733, -1.194, 1.105)
C (-3.443, -1.970, 2.522)
C (-1.907, -2.107, 3.171)
C (-0.642, -1.424, 2.316)
H (1.069, -4.847, 0.081)
H (-0.184, -2.462, -1.206)
H (1.278, -3.483, -1.880)
H (2.897, -2.631, -0.178)
H (1.674, -2.605, 1.257)
H (2.018, 0.291, 2.167)
H (2.885, 1.211, 0.744)
H (3.889, -1.609, 2.050)
H (4.666, -0.814, 0.434)
H (0.417, 1.159, 0.329)
H (-0.126, 0.134, -1.162)
H (-2.653, -0.008, -0.710)
H (-4.816, -1.082, 0.617)
H (-4.336, -2.459, 3.112)
H (-1.730, -2.671, 4.208)
H (0.435, -1.532, 2.769)
Cl (0.092, 2.047, -5.114)
C (1.666, 2.568, -4.465)
C (1.741, 2.422, -2.953)
Cl (0.672, 3.573, -2.112)
H (1.838, 3.603, -4.779)
H (2.427, 1.939, -4.936)
H (2.759, 2.628, -2.610)
H (1.471, 1.412, -2.632)
Cl (-4.376, 3.145, -2.302)
C (-5.682, 2.718, -1.169)
C (-5.154, 2.374, 0.215)
Cl (-4.235, 0.847, 0.224)
H (-6.249, 1.888, -1.602)
H (-6.344, 3.586, -1.108)
H (-5.988, 2.245, 0.910)
H (-4.503, 3.163, 0.605)

Forces on atoms 1 to 3 (eV/Å):
1.4365 -0.3462 -0.4866
0.3365 -0.8645 1.0211
0.9754 -0.9829 -0.3528

=====

No. 2
Molecular formula: C16H24Be2Cl2FN2O11
Method: DFT, wB97M-V/def2-TZVPD

Summary:
Gap between HOMO and LUMO (Ha): 0.0709
Largest force on an atom (eV/Å): 2.48
E (eV): -71034.9000
Charge: -1
HOMO (eV): -4.2

Geometry (Å):
N (-0.598, -3.929, 1.245)
C (-0.789, -3.140, 0.044)
C (0.466, -2.835, -0.772)
C (1.479, -3.956, -0.904)
O (2.702, -3.219, -0.504)
C (2.307, -2.257, 0.241)
O (3.027, -1.817, 1.182)
O (1.176, -1.752, -0.057)
H (-0.176, -4.828, 1.074)
H (-0.086, -3.419, 1.948)
H (-1.150, -2.169, 0.371)
H (-1.542, -3.568, -0.608)
H (0.237, -2.484, -1.771)
H (1.419, -4.316, -1.917)
H (1.414, -4.756, -0.195)
Cl (2.463, -6.625, -1.124)
Be (4.533, -6.229, -0.724)
C (-3.998, 2.528, -1.147)
C (-2.602, 2.304, -0.591)
N (-1.798, 1.316, -1.263)
C (-0.677, 1.029, -0.391)
C (0.315, 2.171, -0.117)
C (-1.567, 1.446, -2.688)
C (-0.954, 2.756, -3.198)
H (-4.541, 1.585, -1.227)
H (-4.556, 3.184, -0.479)
H (-3.980, 3.002, -2.131)
H (-2.687, 1.946, 0.437)
H (-2.090, 3.279, -0.541)
H (-0.108, 0.176, -0.768)
H (-1.094, 0.701, 0.567)
H (0.966, 2.359, -0.971)
H (0.962, 1.898, 0.724)
H (-0.189, 3.099, 0.150)
H (-2.523, 1.298, -3.198)
H (-0.948, 0.610, -3.019)
H (-1.440, 3.634, -2.767)
H (-1.076, 2.816, -4.281)
H (0.115, 2.816, -2.995)
C (0.660, 0.623, 4.052)
C (1.687, 1.406, 4.710)
C (1.486, 2.929, 4.682)
O (2.214, 3.721, 5.223)
C (0.322, 3.427, 3.930)
C (-0.715, 2.606, 3.258)
C (-0.527, 1.092, 3.394)
O (-1.353, 0.319, 2.929)
O (-1.628, 3.067, 2.623)
O (2.668, 0.951, 5.265)
H (0.761, -0.456, 4.053)
H (0.268, 4.512, 3.878)
Be (2.812, -0.682, 2.201)
O (1.297, -2.741, -3.521)
Cl (1.868, -2.129, -4.722)
O (0.844, -2.029, -5.723)
O (2.947, -2.957, -5.189)
O (2.357, -0.819, -4.372)
F (-0.378, 2.507, 5.695)

Forces on atoms 1 to 3 (eV/Å):
-0.1945 0.0435 -0.1888
0.4593 0.3374 0.2843
-1.4989 -0.2400 -0.5343

=====

No. 3
Molecular formula: C16H24Br2F7NO7S2
Method: DFT, wB97M-V/def2-TZVPD

Summary:
Gap between HOMO and LUMO (Ha): 0.3304
Largest force on an atom (eV/Å): 8.49
SMILES: C/C(Br)=C(\Br)[C@@H]1NC(=O)C[C@H]1C(F)(F)C(F)(F)C(F)(F)F.CCOS(C)(=O)=O.CCOS(C)(=O)=O
E (eV): -213572.3763
Charge: 0
HOMO (eV): -9.4

Geometry (Å):
C (0.553, 3.268, -3.565)
C (0.726, 3.459, -1.918)
Br (-0.876, 3.043, -0.788)
C (2.060, 3.927, -1.391)
Br (3.564, 4.355, -2.701)
C (2.269, 4.076, 0.262)
N (3.483, 4.990, 0.526)
C (4.797, 4.196, 0.634)
O (6.003, 4.447, 0.118)
C (4.256, 2.904, 1.536)
C (2.891, 2.593, 0.622)
C (2.038, 1.553, 1.559)
F (0.779, 2.235, 2.031)
F (2.833, 1.194, 2.789)
C (1.636, 0.136, 0.839)
F (0.679, -0.553, 1.784)
F (0.910, 0.266, -0.445)
C (2.878, -0.911, 0.619)
F (4.210, -0.284, 0.457)
F (2.908, -1.997, 1.668)
F (2.578, -1.642, -0.669)
H (0.390, 4.289, -4.116)
H (-0.358, 2.516, -3.737)
H (1.506, 2.670, -3.964)
H (1.369, 4.477, 0.896)
H (3.528, 5.865, -0.041)
H (4.025, 3.454, 2.566)
H (4.998, 1.996, 1.637)
H (3.064, 2.091, -0.427)
C (0.979, -8.224, 3.123)
C (1.946, -7.129, 2.708)
O (1.285, -5.882, 2.545)
S (0.823, -5.063, 3.878)
C (0.406, -3.536, 3.076)
O (1.981, -4.844, 4.718)
O (-0.395, -5.652, 4.387)
H (0.573, -8.035, 4.121)
H (1.478, -9.196, 3.143)
H (0.130, -8.271, 2.433)
H (2.771, -7.038, 3.423)
H (2.385, -7.391, 1.740)
H (1.311, -3.095, 2.653)
H (-0.020, -2.869, 3.830)
H (-0.334, -3.735, 2.298)
C (-6.341, 1.138, -5.095)
C (-6.430, 2.240, -4.055)
O (-6.268, 1.731, -2.739)
S (-4.773, 1.296, -2.248)
C (-5.148, 1.092, -0.526)
O (-3.884, 2.428, -2.399)
O (-4.464, -0.004, -2.800)
H (-5.337, 0.706, -5.128)
H (-6.572, 1.525, -6.091)
H (-7.035, 0.326, -4.857)
H (-5.701, 3.033, -4.255)
H (-7.425, 2.696, -4.104)
H (-5.421, 2.060, -0.102)
H (-4.252, 0.705, -0.034)
H (-5.965, 0.375, -0.424)

Forces on atoms 1 to 3 (eV/Å):
-0.3059 -1.5333 0.9922
4.5974 1.5969 -0.8670
2.0387 0.6474 -1.1821

=====

No. 4
Molecular formula: C16H24Br2GeMnNO2SSe
Method: DFT, wB97M-V/def2-TZVPD

Summary:
2S+1: 6
Gap between HOMO and LUMO (alpha / beta) (Ha): 0.2683 / 0.2625
Largest force on an atom (eV/Å): 2.08
E (eV): -326664.8240
Charge: +1
⟨S²⟩: 8.758
HOMO (alpha / beta) (eV): -10.1 / -10.2

Geometry (Å):
Mn (-0.298, 0.496, -0.587)
Br (3.210, 4.032, -0.300)
C (1.460, 4.118, 0.412)
C (1.000, 5.266, 1.042)
C (-0.300, 5.336, 1.490)
Br (-0.883, 6.938, 2.331)
C (-1.193, 4.249, 1.327)
C (-2.554, 4.264, 1.692)
C (-3.316, 3.138, 1.500)
C (-2.729, 1.996, 0.947)
N (-1.465, 1.949, 0.550)
C (-0.696, 3.062, 0.726)
C (0.654, 2.986, 0.237)
O (1.069, 1.920, -0.361)
H (1.659, 6.111, 1.167)
H (-2.983, 5.161, 2.114)
H (-4.362, 3.122, 1.761)
H (-3.307, 1.091, 0.817)
C (1.630, -5.006, 0.365)
Ge (0.549, -4.225, 1.830)
C (1.096, -4.921, 3.599)
C (-1.396, -4.392, 1.503)
C (0.840, -2.216, 1.790)
Se (0.570, -1.635, -0.056)
C (2.440, -1.313, -0.553)
H (1.427, -6.069, 0.286)
H (2.692, -4.887, 0.559)
H (1.392, -4.544, -0.589)
H (0.914, -5.991, 3.644)
H (0.533, -4.446, 4.396)
H (2.155, -4.750, 3.767)
H (-1.682, -5.433, 1.387)
H (-1.680, -3.856, 0.600)
H (-1.957, -3.982, 2.338)
H (1.829, -1.888, 2.100)
H (0.094, -1.709, 2.402)
H (2.997, -2.245, -0.482)
H (2.864, -0.555, 0.104)
H (2.443, -0.947, -1.581)
C (-1.324, 0.150, -5.181)
S (0.008, 0.205, -3.936)
C (0.442, 1.970, -4.063)
O (-0.722, 0.155, -2.612)
H (-1.905, 1.065, -5.182)
H (-1.961, -0.695, -4.940)
H (-0.866, -0.009, -6.152)
H (1.175, 2.111, -4.849)
H (0.881, 2.255, -3.104)
H (-0.441, 2.570, -4.258)

Forces on atoms 1 to 3 (eV/Å):
-0.6647 1.8546 -0.2907
-0.1153 0.1353 0.1448
-0.1669 -1.0503 -0.3994